# 1
Computed, not measured: a structure of composition C25H17BBrF2N4O2S3W, with wB97M-V/def2-TZVPD.

Output
<S²> = 2.0159
HOMO-LUMO gap (alpha / beta) = 6.037 / 6.407 eV
E_LUMO (alpha / beta) = -4.478 / -4.439 eV

The geometry in ORCA input format:
```
! wB97M-V def2-TZVPD RIJCOSX def2/J DEFGRID3
* xyz 1 3
W 0.67 -1.77 0.60
C 2.55 -2.95 4.39
C 2.59 -1.81 5.15
C 1.95 -0.66 4.69
C 1.45 -0.68 3.38
N 1.55 -1.84 2.61
C 1.99 -2.95 3.16
C 0.98 0.48 2.60
C 0.79 1.67 3.29
C 0.30 2.80 2.61
C 0.03 2.63 1.24
C 0.04 1.36 0.70
N 0.50 0.28 1.38
H 3.09 -3.86 4.75
H 3.03 -1.76 6.16
H 1.78 0.22 5.37
H 1.95 -3.87 2.52
H 1.02 1.69 4.31
H 0.26 3.78 3.04
H -0.24 3.49 0.65
H -0.23 1.02 -0.33
S 0.78 -1.12 -5.32
C 1.03 -1.59 -3.82
S 1.12 -3.27 -3.37
C 1.54 -2.82 -1.79
N 1.39 -1.55 -1.53
N 1.19 -0.81 -2.69
C 1.51 0.59 -2.59
C 2.60 0.96 -1.83
C 2.79 2.32 -1.63
C 2.09 3.30 -2.28
C 1.01 2.91 -3.11
C 0.75 1.56 -3.25
S 1.72 -3.78 -0.33
H 3.22 0.17 -1.49
H 3.65 2.60 -1.09
H 2.51 4.29 -2.22
H 0.48 3.68 -3.71
H 0.08 1.14 -4.00
Br -3.09 3.00 -3.68
C -3.63 1.43 -2.57
C -5.00 1.35 -2.24
C -5.35 0.25 -1.54
C -4.44 -0.55 -0.93
C -3.07 -0.41 -1.22
C -2.68 0.62 -2.08
C -2.08 -1.25 -0.45
O -2.50 -1.97 0.50
O -0.86 -1.05 -0.72
H -5.73 2.08 -2.55
H -6.44 0.03 -1.31
H -4.72 -1.35 -0.23
H -1.63 0.82 -2.28
F -1.37 -2.14 2.58
B -1.33 -2.70 1.28
F -1.62 -3.98 1.23
*
```

# 2
Computed, not measured: a structure of composition C2H3LiO2Pd, with wB97M-V/def2-TZVPD.

Output
relative energy (zero: lowest compared OMol25 entry of this formula, charge and spin) = 0.0 kcal per mole
<S²> = 2.0262
HOMO-LUMO gap (alpha / beta) = 3.722 / 6.146 eV
E_LUMO (alpha / beta) = -1.010 / -1.212 eV

The geometry in ORCA input format:
```
! wB97M-V def2-TZVPD RIJCOSX def2/J DEFGRID3
* xyz 0 3
O 1.46 1.12 0.46
C 0.93 0.38 -0.44
C -0.57 0.31 -0.47
O -0.87 -1.02 -0.21
H -0.86 0.60 -1.51
H -1.02 1.05 0.23
Li -2.43 -1.55 0.41
Pd 1.09 -1.48 0.41
H 2.27 0.59 1.12
*
```

# 3
Computed, not measured: a cluster of 2 separate species, C4H9N2O in total, with wB97M-V/def2-TZVPD.

Output
relative energy (zero: lowest compared OMol25 entry of this formula, charge and spin) = 53.8 kcal per mole
HOMO-LUMO gap = 10.212 eV
E_LUMO = -4.283 eV

The geometry in ORCA input format:
```
! wB97M-V def2-TZVPD RIJCOSX def2/J DEFGRID3
* xyz 1 1
C -1.94 -1.30 0.44
C -0.88 -0.28 0.29
C -1.02 1.07 0.19
N 0.25 1.69 0.19
C 1.17 0.70 0.56
N 0.49 -0.51 0.64
H -2.40 -1.24 1.34
H -1.75 -2.23 0.20
H -2.74 -1.07 -0.24
H -1.92 1.69 -0.09
H 0.48 2.65 0.01
H 2.23 0.92 0.89
H 0.70 -1.38 0.88
H 2.13 -0.85 -2.20
H 2.60 0.25 -1.08
O 2.62 -0.12 -2.03
*
```

# 4
Computed, not measured: an isolated molecule of C4H7N3, with wB97M-V/def2-TZVPD.

Output
SMILES = [H]/N=C\[C@@]1(N)NC1=C
relative energy (zero: lowest compared OMol25 entry of this formula, charge and spin) = 94.5 kcal per mole
HOMO-LUMO gap = 9.697 eV
E_LUMO = 0.473 eV

The geometry in ORCA input format:
```
! wB97M-V def2-TZVPD RIJCOSX def2/J DEFGRID3
* xyz 0 1
C 0.12 0.41 -0.27
C -1.05 -0.25 0.18
N 0.71 1.48 0.50
C 1.12 -0.79 -0.43
C -1.89 -0.95 0.88
N -0.80 0.61 -1.35
N 2.27 -0.81 0.06
H 1.27 2.06 -0.13
H -0.02 2.07 0.88
H -0.44 0.23 -2.22
H 2.46 0.01 0.64
H 0.79 -1.57 -1.12
H -1.57 -1.56 1.71
H -2.96 -0.93 0.66
*
```

# 5
Computed, not measured: a structure of composition C40H38CaIN3P2S3, with wB97M-V/def2-TZVPD.

Output
relative energy (zero: lowest compared OMol25 entry of this formula, charge and spin) = 37.9 kcal per mole
HOMO-LUMO gap = 7.088 eV
E_LUMO = 0.218 eV

The geometry in ORCA input format:
```
! wB97M-V def2-TZVPD RIJCOSX def2/J DEFGRID3
* xyz 0 1
Ca 0.73 0.01 1.32
C 2.13 -3.86 1.17
C 1.83 -2.91 2.30
C 0.64 -2.98 3.03
C 0.38 -2.12 4.09
C -0.82 -2.31 4.98
C 1.30 -1.11 4.37
C 2.49 -1.01 3.66
C 3.50 0.07 3.99
C 2.76 -1.93 2.65
H 1.23 -4.40 0.85
H 2.87 -4.60 1.49
H 2.53 -3.32 0.32
H -0.09 -3.75 2.77
H -0.51 -2.73 5.94
H -1.54 -3.00 4.55
H -1.31 -1.35 5.20
H 1.09 -0.41 5.17
H 3.90 0.52 3.08
H 4.34 -0.35 4.54
H 3.05 0.85 4.60
H 3.69 -1.87 2.10
S 0.64 2.76 0.50
P -0.40 1.65 -0.83
C 0.03 0.04 -1.04
P 1.59 -0.35 -1.54
S 3.06 -0.25 -0.12
C 1.62 -2.10 -2.09
C 2.82 -2.69 -2.49
C 2.86 -4.02 -2.85
C 1.70 -4.79 -2.81
C 0.50 -4.21 -2.42
C 0.46 -2.87 -2.07
C 2.16 0.57 -3.01
C 1.91 0.11 -4.30
C 2.20 0.91 -5.39
C 2.72 2.18 -5.20
C 2.97 2.64 -3.92
C 2.70 1.84 -2.82
C -0.60 2.59 -2.39
C -0.84 1.90 -3.57
C -1.02 2.59 -4.76
C -0.97 3.97 -4.77
C -0.73 4.67 -3.60
C -0.55 3.98 -2.41
C -2.12 1.53 -0.23
C -2.68 2.38 0.63
C -4.05 2.18 1.14
C -4.83 1.18 0.74
C -4.39 0.20 -0.31
C -2.88 0.33 -0.70
H 3.72 -2.09 -2.50
H 3.79 -4.47 -3.16
H 1.73 -5.84 -3.09
H -0.41 -4.80 -2.39
H -0.46 -2.39 -1.77
H 1.48 -0.87 -4.45
H 2.00 0.55 -6.39
H 2.94 2.81 -6.06
H 3.38 3.64 -3.77
H 2.89 2.19 -1.82
H -0.84 0.81 -3.55
H -1.18 2.04 -5.68
H -1.11 4.51 -5.70
H -0.68 5.75 -3.61
H -0.33 4.51 -1.49
H -2.10 3.22 1.00
H -4.44 2.90 1.85
H -5.84 1.09 1.12
H -5.08 0.23 -1.15
H -2.72 0.18 -1.77
I -0.48 4.65 5.84
C -0.84 3.03 4.65
C -2.06 2.51 4.28
N -1.81 1.45 3.50
N -0.50 1.24 3.32
C 0.10 2.19 4.02
H -3.07 2.83 4.50
H -2.47 0.94 2.93
H 1.17 2.26 4.05
S -4.42 -1.79 1.84
C -4.11 -1.27 0.14
C -2.58 -1.01 0.02
N -1.97 -0.92 1.35
C -2.78 -1.32 2.25
H -4.50 -2.02 -0.53
H -2.00 -1.71 -0.58
H -2.48 -1.37 3.29
*
```

# 6
Computed, not measured: a structure of composition H21O10, with wB97M-V/def2-TZVPD.

Output
relative energy (zero: lowest compared OMol25 entry of this formula, charge and spin) = 41.1 kcal per mole
HOMO-LUMO gap = 10.475 eV
E_LUMO = -3.086 eV

The geometry in ORCA input format:
```
! wB97M-V def2-TZVPD RIJCOSX def2/J DEFGRID3
* xyz 1 1
O -3.07 -0.91 1.87
H -3.39 -1.30 1.05
H 0.79 1.60 1.81
O 0.62 2.52 1.54
H 1.84 2.77 1.20
H 0.04 2.57 0.74
O 2.87 2.90 0.62
H 0.76 -3.17 2.29
H 2.67 2.26 -0.12
O 1.62 0.35 0.49
H 0.93 0.00 -0.11
H 1.63 -0.36 1.15
O -0.64 -1.09 0.71
H -1.30 -2.44 -2.58
H -0.42 -1.82 1.29
O 2.40 1.47 -2.43
H 1.62 1.82 -2.86
H -1.38 -0.62 1.16
O -0.65 2.52 -1.21
H 3.04 1.17 -3.07
H -1.62 2.55 -1.30
O -3.43 -1.60 -2.00
H -3.47 -1.12 -1.17
H -0.43 2.81 -2.10
O 1.41 -2.47 2.07
H -3.13 -1.60 2.53
O -1.35 -3.26 -2.04
H -0.43 -3.06 -1.77
H -2.88 -2.39 -1.80
H 3.49 2.36 1.14
H 1.88 -2.47 2.92
*
```

Listing largest force on an atom for the structures above in their given order: 3.79, 6.71, 8.53, 3.19, 0.76, 2.54 eV Å⁻¹.